The following is a DFT calculation (the ωB97M-V functional and the def2-TZVPD basis) of a structure of composition C40H42BF4KN3OP2S6 in a non-equilibrium geometry.

Positions of all 100 atoms, in Å:
K1 -0.03 -0.09 0.55
C1 2.27 -4.24 -2.81
C2 1.33 -4.81 -1.74
S1 0.49 -3.58 -0.68
C3 1.35 -3.71 0.92
C4 2.85 -3.51 0.91
S2 3.45 -1.82 0.58
C5 3.20 -1.58 -1.21
C6 4.19 -2.27 -2.14
S3 4.01 -4.07 -2.30
H1 1.93 -3.27 -3.16
H2 2.29 -4.91 -3.67
H3 1.84 -5.53 -1.09
H4 0.52 -5.33 -2.25
H5 1.10 -4.68 1.36
H6 0.87 -2.93 1.52
H7 3.34 -4.17 0.20
H8 3.23 -3.74 1.90
H9 3.31 -0.50 -1.36
H10 2.18 -1.84 -1.46
H11 5.22 -2.12 -1.81
H12 4.07 -1.85 -3.14
C7 -3.60 0.40 0.59
N1 -2.80 1.20 -0.35
P1 -2.01 2.69 0.06
C8 -3.41 3.85 -0.30
C9 -3.22 4.88 -1.22
C10 -4.26 5.71 -1.61
C11 -5.53 5.52 -1.08
C12 -5.74 4.50 -0.15
C13 -4.69 3.68 0.23
C14 -2.08 2.70 1.87
C15 -2.54 3.76 2.59
C16 -2.68 3.70 4.02
C17 -2.32 2.60 4.72
C18 -1.51 1.55 4.12
C19 -1.34 1.62 2.56
P2 -2.10 0.27 -1.64
C20 -3.51 0.19 -2.82
C21 -3.38 -0.65 -3.93
C22 -4.38 -0.73 -4.88
C23 -5.54 0.02 -4.73
C24 -5.69 0.84 -3.62
C25 -4.68 0.92 -2.67
C26 -1.11 1.56 -2.49
C27 -1.68 2.58 -3.26
C28 -0.87 3.52 -3.88
C29 0.51 3.44 -3.76
C30 1.08 2.41 -3.04
C31 0.28 1.47 -2.42
H13 -3.73 0.94 1.53
H14 -3.13 -0.56 0.80
H15 -4.60 0.21 0.17
H16 -2.23 5.02 -1.64
H17 -4.09 6.50 -2.33
H18 -6.35 6.16 -1.38
H19 -6.73 4.36 0.28
H20 -4.86 2.90 0.97
H21 -2.95 4.63 2.08
H22 -3.18 4.52 4.52
H23 -2.59 2.50 5.77
H24 -1.57 0.56 4.57
H25 -1.29 0.67 2.04
H26 -2.46 -1.22 -4.05
H27 -4.26 -1.37 -5.75
H28 -6.33 -0.04 -5.47
H29 -6.59 1.43 -3.50
H30 -4.80 1.58 -1.82
H31 -2.75 2.65 -3.35
H32 -1.32 4.31 -4.47
H33 1.14 4.18 -4.25
H34 2.16 2.32 -2.98
H35 0.74 0.64 -1.90
O1 -1.15 -1.69 1.71
N2 -1.54 -2.04 2.90
C32 -2.79 -2.49 3.09
C33 -3.28 -2.85 4.32
C34 -2.43 -2.75 5.42
C35 -1.15 -2.31 5.24
C36 -0.65 -1.95 3.96
S4 0.92 -1.41 3.69
H36 -3.39 -2.53 2.18
H37 -4.30 -3.19 4.41
H38 -2.79 -3.02 6.41
H39 -0.46 -2.21 6.06
F1 2.64 -0.23 -3.77
B1 1.60 -0.91 -4.46
F2 0.99 -0.05 -5.38
F3 2.16 -2.02 -5.12
F4 0.65 -1.37 -3.51
S5 3.39 3.56 0.56
C37 2.18 4.66 0.06
C38 0.98 4.03 -0.01
N3 1.00 2.70 0.32
C39 2.19 2.33 0.65
H40 2.41 5.69 -0.14
H41 0.04 4.49 -0.28
H42 2.45 1.33 0.98
S6 0.91 3.13 3.72
C40 -0.25 1.98 3.49

- spin multiplicity = 2
- ⟨S²⟩ = 0.76
- HOMO level (spin up / spin down) (eV) = -0.148 / -1.690
- charge = -2
- HOMO-LUMO gap (spin up / spin down) (eV) = 3.94 / 5.48

Results of the natural (NBO) charge analysis, in e, for atoms 1 through 5: atom 1 (K): 0.847, atom 2 (C): -0.558, atom 3 (C): -0.540, atom 4 (S): 0.197, atom 5 (C): -0.571



The following is a DFT calculation (the ωB97M-V functional and the def2-TZVPD basis) of a structure of composition C3H7NOSi in a non-equilibrium geometry.

Positions of all 13 atoms, in Å:
C1 -1.94 0.79 0.49
C2 -1.43 -0.34 0.98
C3 -0.48 -1.03 0.29
N1 0.41 -1.46 -0.28
O1 1.57 1.14 1.45
Si1 2.19 1.71 0.15
H1 -2.69 1.39 1.00
H2 -1.42 1.17 -0.45
H3 -1.78 -0.96 1.87
H4 0.10 -3.35 -1.89
H5 2.08 3.15 0.02
H6 3.07 1.36 -0.96
H7 0.32 -3.57 -2.66

- HOMO level (eV) = -10.290
- HOMO-LUMO gap (eV) = 9.71

Results of the natural (NBO) charge analysis, in e, for atoms 1 through 5: atom 1 (C): -0.286, atom 2 (C): -0.321, atom 3 (C): 0.262, atom 4 (N): -0.320, atom 5 (O): -1.117